Entry from the OMol25 dataset: a single C3H7N3S molecule (ωB97M-V/def2-TZVPD).

Each line ends with the Löwdin charge.
Geometry (Å):
C -1.426 -1.867 -0.487  -0.05
C 0.805 0.914 -0.992  -0.19
C 1.005 1.618 0.276  -0.90
H -1.238 -2.679 0.201  0.07
H -1.328 -2.168 -1.510  0.07
H -2.427 -1.417 -0.360  0.08
H -0.687 -0.237 0.607  0.11
H 1.138 1.463 -1.865  0.09
H 1.383 -0.073 1.369  0.11
H 0.947 1.340 2.260  0.08
N -0.444 -0.787 -0.204  -0.14
N 0.166 -0.204 -1.192  0.03
N 0.959 0.845 1.379  0.02
S 1.148 3.253 0.519  0.61

Output
LUMO energy (eV): -0.08
SMILES: CN/N=C\C(N)=S
E_tot (hartree): -680.90913
Orbital gap (eV): 8.209
HOMO (eV): -8.29
M (g/mol): 117.18

Entry from the OMol25 dataset: C5H7NO as an isolated structure (ωB97M-V/def2-TZVPD).

Each line ends with the Löwdin charge.
Geometry (Å):
C -1.629 0.174 0.706  -0.05
C -0.330 -0.211 0.041  -0.33
C -0.100 -1.519 -0.235  -0.14
O 0.943 -1.762 -1.036  -0.08
C 1.669 -0.700 -1.315  0.05
C 0.623 0.677 -0.485  -0.12
N 0.901 1.777 0.361  0.03
H -1.919 -0.597 1.426  0.08
H -2.399 0.214 -0.075  0.08
H -1.627 1.145 1.208  0.07
H -0.622 -2.384 0.112  0.12
H 2.316 -1.157 -2.150  0.11
H 0.896 2.773 0.162  0.08
H 1.276 1.569 1.280  0.09

Output
LUMO energy (spin up / spin down) (eV): 0.72 / 0.72
E_tot (hartree): -324.54058
Orbital gap (spin up / spin down) (eV): 8.235 / 8.236
HOMO (spin up / spin down) (eV): -7.52 / -7.52
M (g/mol): 97.12

Entry from the OMol25 dataset: C14H9Br4N4O2PdS as an isolated structure (ωB97M-V/def2-TZVPD).

Each line ends with the Löwdin charge.
Geometry (Å):
Pd -0.656 -0.196 -0.383  0.79
C -3.242 3.039 0.319  -0.01
C -2.103 2.111 0.073  -0.23
N -2.274 0.837 -0.094  -0.15
N -3.489 0.267 0.001  0.01
C -3.490 -0.981 -0.425  -0.80
N -4.655 -1.630 -0.419  0.11
S -2.079 -1.843 -1.011  0.65
C -0.701 2.585 0.041  -0.20
C -0.377 3.918 0.205  0.01
C 0.957 4.304 0.168  -0.02
C 1.925 3.340 -0.038  -0.02
C 1.535 2.016 -0.181  -0.08
N 0.261 1.641 -0.139  -0.02
H -4.180 2.532 0.119  0.08
H -3.160 3.916 -0.322  0.09
H -3.243 3.376 1.357  0.11
H -5.493 -1.148 -0.142  0.12
H -4.702 -2.602 -0.667  0.10
H -1.156 4.649 0.360  0.12
H 1.228 5.343 0.296  0.12
H 2.975 3.592 -0.081  0.12
H 2.261 1.232 -0.333  0.08
Br 4.058 -6.255 0.684  0.83
C 3.270 -4.593 0.380  -0.72
C 4.116 -3.493 -0.145  -0.70
Br 5.922 -3.828 -0.431  0.85
C 3.622 -2.262 -0.420  -0.66
Br 4.642 -0.843 -1.085  0.85
C 2.216 -1.998 -0.206  -0.31
O 1.683 -0.929 -0.440  -0.01
C 1.342 -3.114 0.393  -0.34
O 0.200 -2.826 0.613  0.03
C 1.959 -4.418 0.642  -0.67
Br 0.830 -5.736 1.313  0.88

Output
LUMO energy (eV): -5.32
Net charge: +1
E_tot (hartree): -11730.29461
Orbital gap (eV): 5.808
HOMO (eV): -11.12
M (g/mol): 723.36

Entry from the OMol25 dataset: an isolated ion of composition C23H33N4O4 and charge +1 (ωB97M-V/def2-TZVPD).

Each line ends with the Löwdin charge.
Geometry (Å):
C 5.541 -2.079 2.609  -0.08
H 6.481 -2.622 2.596  0.08
H 5.001 -2.356 3.511  0.08
C 4.727 -2.410 1.361  -0.23
C 3.420 -1.623 1.386  -0.13
H 2.893 -1.847 2.314  0.13
N 2.486 -1.885 0.254  -0.11
C 3.106 -1.664 -1.081  -0.13
C 3.718 -0.275 -1.246  -0.23
C 4.014 -0.003 -2.718  -0.08
H 3.102 -0.021 -3.309  0.08
H 4.700 -0.745 -3.118  0.08
H 4.469 0.976 -2.829  0.08
H 3.026 0.480 -0.872  0.10
H 4.647 -0.191 -0.682  0.11
H 2.318 -1.785 -1.829  0.14
H 3.857 -2.437 -1.253  0.14
C 1.858 -3.233 0.315  -0.11
H 2.660 -3.961 0.446  0.13
C 0.807 -3.417 1.414  -0.13
H 0.730 -4.482 1.630  0.13
H 1.115 -2.924 2.337  0.11
C -0.582 -2.915 1.006  -0.18
N -0.501 -1.504 0.726  0.02
C -1.288 -0.800 -0.132  -0.16
C -2.423 -1.358 -0.740  0.01
C -3.211 -0.623 -1.592  0.03
C -2.928 0.721 -1.864  -0.14
C -1.794 1.283 -1.323  0.07
C -0.959 0.538 -0.480  -0.07
N 0.235 1.154 -0.067  -0.30
O 1.075 0.469 0.552  -0.02
O 0.452 2.306 -0.357  0.13
H -1.503 2.297 -1.551  0.14
C -3.796 1.461 -2.840  -0.44
O -4.162 0.931 -3.867  0.10
N -4.096 2.746 -2.534  0.15
C -3.872 3.423 -1.322  -0.26
C -4.090 2.769 -0.111  0.03
C -3.819 3.421 1.085  -0.26
C -3.357 4.739 1.060  0.00
C -3.190 5.391 -0.143  -0.06
C -3.443 4.741 -1.341  -0.03
H -3.300 5.248 -2.283  0.11
H -2.851 6.415 -0.153  0.11
H -3.154 5.229 1.998  0.12
O -3.962 2.859 2.314  -0.07
C -4.522 1.573 2.411  -0.08
H -3.895 0.820 1.917  0.08
H -4.574 1.355 3.476  0.10
H -5.529 1.538 1.986  0.10
H -4.483 1.765 -0.124  0.11
H -4.542 3.269 -3.278  0.17
H -4.077 -1.071 -2.056  0.13
H -2.697 -2.376 -0.513  0.11
H -0.022 -0.956 1.429  0.14
H -0.909 -3.438 0.106  0.12
H -1.296 -3.134 1.810  0.13
H 1.387 -3.427 -0.650  0.14
H 1.750 -1.147 0.343  0.12
H 3.635 -0.554 1.385  0.14
H 5.318 -2.153 0.482  0.11
H 4.536 -3.483 1.344  0.11
H 5.763 -1.016 2.654  0.08

Output
LUMO energy (eV): -3.70
SMILES: CCC[NH+](CCC)CCCNc1ccc(C(=O)Nc2cccc(OC)c2)cc1[N+](=O)[O-]
Net charge: +1
E_tot (hartree): -1415.91755
Orbital gap (eV): 6.840
HOMO (eV): -10.54
M (g/mol): 429.54

Entry from the OMol25 dataset: a 2-piece molecular cluster, CH6NO overall (ωB97M-V/def2-TZVPD).

Each line ends with the Löwdin charge.
Geometry (Å):
O 1.204 0.912 -1.496  -0.64
H 1.171 0.536 -2.375  -0.23
C -1.300 -0.628 0.797  -0.22
N 0.151 -0.328 0.820  -0.10
H -1.924 0.134 0.301  0.05
H -1.567 -1.610 0.573  0.02
H -1.664 -0.326 1.867  0.07
H 0.166 0.670 0.854  0.02
H 0.925 -0.639 0.226  0.03

Output
LUMO energy (eV): 4.45
Net charge: -1
E_tot (hartree): -171.63188
Orbital gap (eV): 6.556
HOMO (eV): -2.11
M (g/mol): 48.07

Entry from the OMol25 dataset: a single C19H19ClN2O5S molecule (ωB97M-V/def2-TZVPD).

Each line ends with the Löwdin charge.
Geometry (Å):
N -0.237 4.354 -0.900  -0.06
S 0.138 3.445 0.452  0.62
O -1.090 2.836 0.873  -0.31
O 0.842 4.311 1.342  -0.28
C 1.231 2.170 -0.151  -0.29
C 2.578 2.239 0.141  -0.04
C 3.417 1.236 -0.309  -0.01
C 2.909 0.165 -1.039  -0.22
C 1.549 0.122 -1.327  -0.01
C 0.707 1.130 -0.890  -0.07
H -0.353 1.103 -1.094  0.11
H 1.147 -0.709 -1.887  0.13
C 3.804 -0.973 -1.436  -0.12
H 4.711 -0.601 -1.916  0.12
H 3.284 -1.631 -2.132  0.12
C 4.206 -1.790 -0.193  -0.16
N 3.060 -2.149 0.607  0.08
C 2.331 -3.251 0.359  -0.47
O 2.616 -4.092 -0.464  0.07
C 1.104 -3.380 1.280  -0.05
H 0.691 -4.384 1.171  0.14
H 1.410 -3.199 2.316  0.14
O 0.042 -2.498 0.932  0.01
C 0.082 -1.231 1.374  -0.48
O 1.046 -0.761 1.947  0.09
C -1.147 -0.485 1.103  0.02
C -2.220 -1.048 0.529  -0.02
C -3.478 -0.393 0.233  -0.22
C -3.637 0.995 0.328  -0.01
C -4.844 1.598 0.037  -0.07
C -5.932 0.834 -0.357  -0.07
C -5.805 -0.540 -0.463  -0.11
C -4.593 -1.144 -0.174  -0.59
Cl -4.502 -2.866 -0.314  0.72
H -6.643 -1.148 -0.767  0.10
H -6.878 1.302 -0.583  0.11
H -4.936 2.670 0.120  0.11
H -2.800 1.607 0.626  0.08
H -2.165 -2.096 0.264  0.08
H -1.121 0.547 1.421  0.10
H 2.670 -1.449 1.233  0.11
H 4.691 -2.715 -0.512  0.12
H 4.889 -1.216 0.436  0.12
H 4.472 1.277 -0.084  0.12
H 2.938 3.066 0.732  0.11
H -0.721 3.848 -1.621  0.07
H 0.537 4.895 -1.245  0.07

Output
LUMO energy (eV): -0.39
SMILES: NS(=O)(=O)c1ccc(CCNC(=O)COC(=O)/C=C/c2ccccc2Cl)cc1
E_tot (hartree): -2079.54962
Orbital gap (eV): 8.599
HOMO (eV): -8.99
M (g/mol): 422.89